Entry 1:
Below is C12H13N4O6PtS as an isolated structure, with properties calculated with the ωB97M-V functional and the def2-TZVPD basis.

**Strongest force on any atom**: 2.1 eV/Å
**HOMO-LUMO gap (spin up / spin down)**: 7.18 / 6.97 eV
**Calculated total energy**: -44982.9195 eV
**Energy above the lowest of the compared OMol25 structures with the same formula, charge and spin**: 0.0 kJ/mol
**Multiplicity**: 3
**Charge**: -1

Geometry (Å):
Pt: -6.539 -5.052 -12.909
O: -3.966 -10.053 -10.263
C: -4.547 -8.898 -10.780
C: -5.868 -8.599 -10.493
C: -6.343 -7.457 -11.061
N: -5.630 -6.674 -11.895
C: -4.346 -6.994 -12.176
C: -3.770 -8.117 -11.652
C: -3.625 -6.129 -13.238
O: -2.550 -6.531 -13.654
O: -4.334 -5.196 -13.671
C: -7.828 -7.103 -10.945
O: -8.589 -7.907 -10.387
O: -8.126 -5.979 -11.444
H: -4.580 -10.356 -9.592
H: -6.490 -9.236 -9.924
H: -2.724 -8.297 -11.962
C: -9.466 -3.132 -18.316
C: -8.011 -3.327 -17.846
C: -7.740 -3.177 -16.397
N: -7.563 -4.089 -15.508
N: -7.589 -3.667 -14.222
C: -7.684 -2.321 -14.131
N: -7.553 -1.657 -13.024
S: -8.015 -1.646 -15.689
H: -9.442 -2.867 -19.357
H: -9.935 -2.273 -17.881
H: -10.190 -3.942 -18.191
H: -7.508 -2.541 -18.365
H: -7.504 -4.232 -18.240
H: -6.608 -2.591 -11.849
H: -7.755 -0.617 -13.148
C: -6.196 -3.481 -10.124
O: -5.981 -3.285 -11.485
H: -7.186 -3.820 -9.875
H: -5.912 -2.527 -9.600
H: -5.526 -4.201 -9.742

Entry 2:
Below is one molecule with the formula CHN5O, with properties calculated with the ωB97M-V functional and the def2-TZVPD basis.

**Strongest force on any atom**: 3.6 eV/Å
**HOMO-LUMO gap (spin up / spin down)**: 8.04 / 8.04 eV
**Calculated total energy**: -10541.5417 eV
**Energy above the lowest of the compared OMol25 structures with the same formula, charge and spin**: 1090.7 kJ/mol
**Multiplicity**: 1

Geometry (Å):
C: -2.358 -0.136 -0.125
N: -1.314 0.417 0.141
N: -0.448 1.328 0.193
N: 0.757 1.256 -0.392
N: 2.067 -0.557 0.147
N: 1.443 0.266 -0.395
O: 2.486 -1.648 -0.038
H: -2.634 -0.926 0.469

Entry 3:
Below is a 2-piece molecular cluster, CH6OS2 overall, with properties calculated with the ωB97M-V functional and the def2-TZVPD basis.

**Strongest force on any atom**: 1.2 eV/Å
**HOMO-LUMO gap**: 9.57 eV
**SMILES string**: CSS.O
**Calculated total energy**: -24852.1205 eV
**Energy above the lowest of the compared OMol25 structures with the same formula, charge and spin**: 10.2 kJ/mol
**Multiplicity**: 1

Geometry (Å):
S: -1.102 0.841 -1.220
S: -0.373 -0.555 -2.522
C: 0.139 -1.854 -1.353
H: 0.078 1.444 -0.962
H: 0.756 -1.433 -0.541
H: 0.696 -2.681 -1.825
H: -0.789 -2.258 -0.916
O: -0.054 2.254 2.814
H: -0.276 2.085 3.758
H: 0.924 2.156 2.768

Entry 4:
Below is a 2-piece molecular cluster, C4H11N3 overall, with properties calculated with the ωB97M-V functional and the def2-TZVPD basis.

**Strongest force on any atom**: 3.4 eV/Å
**HOMO-LUMO gap**: 7.85 eV
**SMILES string**: N=C(N)N.C=CC
**Calculated total energy**: -8793.1104 eV
**Energy above the lowest of the compared OMol25 structures with the same formula, charge and spin**: 435.0 kJ/mol
**Multiplicity**: 1

Geometry (Å):
C: 1.686 1.281 0.309
C: 1.235 -0.023 -0.291
C: 1.239 -1.181 0.469
H: 1.370 -0.122 -1.362
H: 2.776 1.380 0.352
H: 1.323 1.352 1.336
H: 1.321 2.127 -0.280
H: 1.280 -2.152 -0.008
H: 1.451 -1.202 1.527
C: -1.033 -0.122 -0.106
N: -1.773 1.023 -0.216
N: -1.244 -0.922 -1.293
N: -0.900 -0.623 1.166
H: -1.774 1.649 0.570
H: -2.070 1.353 -1.121
H: -2.241 -1.075 -1.426
H: -0.831 -1.837 -1.171
H: -1.814 -0.906 1.545